No. 1
Entry from the Open Molecules 2025 dataset: a 2-piece molecular cluster, C22H29F2N2 overall in a non-equilibrium geometry (ωB97M-V/def2-TZVPD).

Geometry as XYZ:
```
55
Properties=species:S:1:pos:R:3:forces:R:3
C -2.834904 1.078440 1.674030 -0.43 0.23 0.36
H 2.771484 0.277932 6.147626 -0.22 -0.05 -0.10
N -0.302590 3.403333 -2.158011 0.63 -0.62 -0.19
H 0.166201 6.217734 -1.314913 0.21 -0.22 0.07
H -1.676034 2.875487 1.599186 0.31 -0.24 -0.25
H -0.306724 3.732327 3.339436 0.26 -0.36 0.05
C -3.664636 1.565586 0.619173 0.60 0.32 -0.07
H -1.081845 -0.544511 3.359259 0.36 -0.05 -0.04
C 0.243036 3.425479 -4.666235 -0.16 0.11 0.58
H 1.796168 5.582957 -1.024231 -0.20 -0.07 0.14
H -2.930891 -0.399687 3.334461 -0.03 -0.08 -0.24
C -1.384555 2.734318 -6.374116 0.14 0.08 -0.06
H -1.725785 3.773153 -6.465536 0.03 -0.24 0.04
C -0.782877 1.626101 3.111038 0.12 -0.35 0.46
H -1.461954 0.551396 -4.988670 0.17 -0.12 0.11
H 0.866041 6.109574 -3.574572 0.06 -0.07 0.15
C 2.057388 1.070065 6.384067 0.34 0.27 0.17
H -2.244406 2.070715 -6.503046 0.05 0.14 -0.05
H -6.903101 -1.556297 0.856677 0.21 0.00 0.04
H -1.036185 2.721117 -2.080487 -0.11 0.25 -0.28
C -1.690033 1.873680 2.026966 -1.29 -0.64 1.84
H 1.974462 4.770258 -3.260128 -0.07 -0.06 0.04
C -0.108465 4.181648 -3.355879 -0.87 0.59 -1.34
H -0.267071 1.000367 -3.731834 -0.06 -0.07 -0.22
C -3.325860 -0.080937 2.379278 -0.07 -0.12 -0.86
H 0.268727 0.708363 -5.408150 -0.09 -0.03 0.07
H -5.296820 1.199286 -0.728420 0.16 -0.01 0.39
H 0.934965 3.456081 -0.480059 0.01 -0.10 0.23
H 1.390600 3.393289 5.118706 -0.36 -0.22 -0.12
N -0.815711 2.508590 -5.059777 -0.24 0.21 0.15
H -1.051363 4.743319 -3.592499 0.52 -0.18 0.02
H 1.219879 2.912585 -4.533457 -0.37 0.12 -0.14
C -5.087281 -0.398663 0.696263 0.35 0.35 -0.37
C 0.292664 0.230230 4.797129 -0.34 -1.35 -0.23
H -6.693594 -0.660733 -0.651024 0.01 -0.09 0.06
F -4.697977 -2.026827 2.358861 0.29 1.47 -0.32
C -6.168285 -1.236424 0.113333 -0.46 0.11 -0.31
C -0.095304 2.725086 3.713373 -0.05 0.10 -0.77
C 1.051503 1.281002 5.306684 -0.23 0.45 -0.36
H 1.590563 0.809973 7.336496 -0.12 -0.09 -0.11
H -0.678057 2.539068 -7.201480 -0.04 -0.02 0.09
C 0.991604 5.181948 -3.011945 -0.19 -0.34 0.43
F 0.486816 -1.008968 5.368650 -0.32 1.30 -0.72
C -0.548387 1.117681 -4.785551 0.12 0.01 0.00
C 0.834540 5.361906 -1.492543 -0.26 0.67 -0.08
C 0.173432 4.066283 -0.974579 0.71 0.05 0.02
C 0.811353 2.547500 4.738440 0.12 -0.07 0.23
H -0.609476 4.269714 -0.233649 -0.12 0.17 -0.02
C -0.582415 0.339686 3.724240 0.45 0.59 0.26
H -5.777777 -2.137194 -0.372480 0.11 0.09 0.21
H 2.626508 1.985971 6.541786 -0.04 -0.02 0.00
H -3.433815 2.554567 0.204932 0.01 -0.53 -0.08
H 0.358279 4.197194 -5.448972 0.10 -0.28 0.30
C -4.730514 0.841939 0.135655 -0.21 -0.18 -0.14
C -4.364660 -0.807795 1.813616 0.51 -0.79 0.97
```
Forces are in eV/Å.

Its relative energy (zero: lowest compared OMol25 entry of this formula, charge and spin) is 0.000 eV. The orbital gap comes out at 3.6803 eV. As for the total charge: +1. Its spin multiplicity is 1.



No. 2
Entry from the Open Molecules 2025 dataset: an isolated ion of composition C22H29N2O2 and charge +1 (ωB97M-V/def2-TZVPD).

Geometry as XYZ:
```
55
Properties=species:S:1:pos:R:3:forces:R:3
C 1.014357 -0.889646 0.752146 0.05 -0.53 0.00
C -3.505336 1.312221 0.493893 -0.25 -0.14 -0.13
H -3.889290 3.415112 0.284211 0.06 0.10 0.03
H -1.282349 -0.344456 0.452904 -0.35 -0.41 -0.15
H 0.972377 -3.051873 0.608730 -0.07 0.03 0.00
C -5.184449 -0.136835 -0.451929 0.13 0.08 0.08
C 3.911380 0.899794 0.484809 0.07 -0.01 0.10
C -3.987588 0.020483 0.227446 0.22 0.06 0.14
H 2.428909 1.148676 -1.037376 -0.15 0.00 -0.04
H 0.140325 -3.172467 -1.680071 0.03 -0.05 0.00
C 0.465991 -2.195499 -1.316531 0.09 0.18 -0.01
H -5.555855 -1.131359 -0.649335 -0.03 -0.14 -0.03
H -2.389000 3.171020 2.160058 -0.02 -0.04 -0.04
H 3.024136 -2.722150 1.709686 0.05 0.00 -0.03
C 6.157569 1.477830 -0.149279 0.09 0.03 -0.06
C -1.858382 -1.255969 -1.329667 0.17 0.24 -0.78
H -5.997619 3.102522 -0.906943 -0.05 0.09 -0.03
H 3.127162 -2.474203 -0.050024 0.04 -0.01 0.00
H -1.460103 -3.271564 0.341633 -0.04 0.12 0.01
C -5.911236 0.967020 -0.864430 -0.10 0.05 -0.05
H -1.083524 -2.288805 1.774054 -0.13 0.05 -0.10
C 0.419588 -2.195828 0.220218 -0.06 0.09 -0.04
H -0.059554 -0.121645 -1.611599 -0.02 0.04 -0.08
H -1.569516 3.210039 0.571583 -0.02 -0.03 0.02
C -4.238478 2.416406 0.079827 0.31 0.06 0.18
H -0.801851 2.384889 1.948365 -0.05 0.09 -0.03
C 4.377694 1.684799 -1.741403 -0.08 -0.01 -0.06
C -0.445875 -1.106879 -1.877455 0.01 -0.19 0.04
H 3.405435 0.207196 2.459004 -0.04 0.02 -0.05
H -6.843765 0.834443 -1.388051 -0.10 -0.01 -0.05
C 5.257536 1.020866 0.798831 -0.14 0.02 0.02
C 3.209658 -1.988634 0.921369 0.06 -0.45 0.00
O 0.284711 0.100494 0.877783 -0.21 0.34 0.06
N -1.837160 -1.208310 0.144415 0.14 0.46 0.20
H -3.718773 -2.090732 0.475293 0.13 0.02 0.02
H -3.092042 -1.091223 1.809957 0.13 -0.13 -0.09
H 5.603751 0.768851 1.791187 0.03 -0.04 0.11
H -2.497844 -0.449607 -1.693093 0.01 -0.12 0.12
H 7.201453 1.574919 0.106148 0.10 0.01 0.01
H 6.421753 2.161036 -2.159122 0.07 0.03 -0.07
H 4.229088 -1.624084 1.023912 -0.03 -0.03 -0.05
C -1.035914 -2.322545 0.682994 0.54 -0.39 0.38
H -2.292838 -2.212045 -1.637644 -0.06 0.03 0.11
C 5.719865 1.806701 -1.420317 0.09 0.02 0.01
H 4.032173 1.945424 -2.730388 -0.03 0.03 -0.09
C -3.200386 -1.161074 0.724192 -0.61 0.23 0.25
N 2.312422 -0.859031 1.037478 0.04 0.21 0.10
C 3.478456 1.234659 -0.792751 0.02 -0.01 0.04
H 1.485914 -2.033796 -1.666036 0.04 -0.07 -0.01
C -1.751239 2.614199 1.469605 0.25 0.30 0.11
O -2.311544 1.358510 1.148051 -0.36 -0.36 -0.14
C -5.435070 2.237098 -0.594117 -0.05 -0.15 -0.04
H -0.474389 -1.170711 -2.964799 -0.06 0.04 0.01
C 2.919001 0.387373 1.496699 -0.05 0.40 0.02
H 2.110279 1.108394 1.635865 0.17 -0.14 0.08
```
Forces are in eV/Å.

Its relative energy (zero: lowest compared OMol25 entry of this formula, charge and spin) is 0.000 eV. The orbital gap comes out at 9.4852 eV. As for the SMILES: COc1ccccc1C[N@@H+]1CCC[C@@H](C(=O)N(C)Cc2ccccc2)C1. As for the total charge: +1. Its spin multiplicity is 1.



No. 3
Entry from the Open Molecules 2025 dataset: one molecule with the formula C22H29N3O3S in a non-equilibrium geometry (ωB97M-V/def2-TZVPD).

Geometry as XYZ:
```
58
Properties=species:S:1:pos:R:3:forces:R:3
H -4.426585 0.295068 -2.116970 0.04 -0.04 -0.11
H -0.516747 -2.163177 -1.970750 -0.05 -0.10 0.06
O 4.522247 -1.657782 0.350054 0.03 -0.38 0.36
C -1.863026 1.168502 -1.760140 -0.05 -0.01 0.28
C 3.730430 -0.253400 -1.410214 -0.02 -0.07 -0.05
C -6.463262 0.530220 0.565101 -0.08 -0.01 0.03
O 1.268776 -1.721937 -1.225089 0.44 0.05 -0.07
H -2.656224 -2.096956 -0.757962 -0.05 0.00 -0.11
C -4.734739 0.491236 -1.101110 0.11 0.05 0.10
C 3.105707 1.717632 0.831337 -0.06 0.08 0.23
H 2.011975 -1.243172 0.647635 0.01 -0.04 0.01
C -4.223082 1.154651 1.148914 0.11 0.02 -0.12
H 4.018022 -0.354502 -2.453804 -0.01 0.02 -0.02
H 4.274519 1.241290 2.554681 0.03 -0.02 0.04
C 4.335031 1.842718 -0.021069 0.08 -0.17 -0.14
H -0.712730 -1.068790 0.352916 0.03 0.04 0.03
H -0.247950 -2.625824 1.038442 0.03 0.02 0.08
N -1.486851 1.308069 0.500044 0.17 0.09 0.70
C -5.542065 0.957584 1.507162 -0.13 -0.02 0.03
H -4.888650 -2.157322 0.423013 -0.10 0.06 -0.09
C 3.611258 -1.636270 -0.743327 -0.70 -0.09 -0.54
C 2.205282 -1.921711 -0.196668 0.26 -0.02 0.09
C -6.054031 0.298082 -0.738071 -0.10 -0.01 -0.07
H -2.497174 -2.864050 2.187747 0.08 0.04 0.06
H 2.170221 -2.953392 0.177069 -0.02 0.04 0.03
H -2.883605 -1.252996 1.576097 0.09 0.02 0.07
C -2.951104 -2.319867 1.356154 -0.14 -0.17 -0.27
H -3.497088 1.490131 1.873188 0.05 0.01 0.06
O 5.901628 -0.285008 1.429031 0.01 -0.06 0.11
H -6.768155 -0.040329 -1.475131 -0.04 -0.03 -0.05
H -2.198981 -3.684335 -0.134014 -0.08 -0.08 -0.07
H 2.555634 0.876036 2.736027 -0.03 -0.05 0.08
H 5.152641 2.255786 0.570404 0.01 0.06 -0.04
C -4.416754 -2.713595 1.229525 0.20 0.10 0.13
H 0.694121 1.569080 1.810922 0.04 -0.01 -0.23
C 5.151287 -0.491804 0.518033 0.32 0.52 -0.14
H -7.494982 0.375224 0.844263 -0.08 -0.02 0.02
H -5.855384 1.138105 2.525215 -0.02 0.02 0.08
H -4.951348 -2.495271 2.150699 -0.15 -0.01 0.06
H -2.356366 1.078389 -2.705320 -0.19 -0.02 -0.20
C -2.173258 -2.612083 0.075407 0.24 0.16 0.35
C 3.271959 1.584723 2.317934 -0.23 -0.03 -0.09
C -0.724405 -2.144975 0.180842 0.09 -0.09 -0.41
H 4.120890 2.504753 -0.860441 0.06 0.03 0.06
C 4.787843 0.484369 -0.593565 -0.04 -0.01 0.02
S -0.156245 1.422696 -1.714414 -0.22 0.01 0.66
H 5.698874 0.660363 -1.173926 -0.04 -0.08 0.09
N 2.000773 1.725127 0.200792 0.21 0.20 -0.70
N 0.807708 1.619291 0.801558 0.19 -0.04 1.33
H -4.511728 -3.776813 1.018729 -0.07 -0.13 -0.03
C -0.297676 1.463735 0.034064 -0.10 0.02 -1.17
H 0.275880 -3.531848 -1.149185 -0.01 0.07 -0.05
C -2.401505 1.133589 -0.506051 0.59 0.02 -0.90
H 3.115075 2.550737 2.800956 -0.02 0.06 0.07
H 2.771684 0.262238 -1.367474 0.09 -0.09 -0.11
C 0.066205 -2.452352 -1.092865 -0.29 0.00 0.18
C -3.801661 0.926185 -0.161002 -0.48 -0.07 0.19
H 3.898356 -2.442156 -1.427428 -0.02 0.12 0.11
```
Forces are in eV/Å.

Its relative energy (zero: lowest compared OMol25 entry of this formula, charge and spin) is 2.798 eV. The orbital gap comes out at 8.3031 eV. As for the SMILES: CCCCCOC[C@H]1C[C@@H](C/C(C)=N/Nc2nc(-c3ccccc3)cs2)C(=O)O1. As for the total charge: 0. Its spin multiplicity is 1.



Which value of relative energy (zero: lowest compared OMol25 entry of this formula, charge and spin) does entry 3 give? 2.798 eV



total charge of number 1 (C22H29F2N2)? +1